# 1
This record from the Open Molecules 2025 dataset describes a structure of composition C16H18F3NPd. The level of theory is the ωB97M-V functional and the def2-TZVPD basis.

The calculation puts the LUMO energy at 0.43 eV. As for the calculated total energy: -30006.3569 eV. For the HOMO-LUMO gap, the calculation gives 0.28556 Eh. For the HOMO energy, the calculation gives -0.2698 Ha.

```
39
Properties=species:S:1:pos:R:3:forces:R:3:lowdin_charge:R:1
Pd -0.71130 -0.23706 0.10278 0.3976 0.3105 0.2646 0.659
F -6.08040 -1.52426 -0.96612 0.0907 -0.0455 -0.0656 0.132
F -5.70240 0.39064 -0.05762 0.1593 0.2166 -0.0354 0.137
F -5.45110 -1.41576 1.08648 0.1663 -0.0983 0.1746 0.138
N -1.24460 -1.30246 -1.60842 0.1472 -0.1608 -0.5075 -0.045
C -3.15910 0.10984 -1.13392 -0.6227 -0.4856 0.1549 -0.021
C -0.53470 -0.00966 3.23438 -0.0196 -0.1697 -0.0633 -0.054
C 3.76210 -0.04536 -1.86202 -0.1859 0.2260 -0.0353 -0.081
C 1.23360 1.77434 0.34298 0.1249 -0.1431 0.1685 -0.054
C -1.89220 -2.31296 -0.99822 -0.7385 -0.5774 0.1486 -0.171
C -3.17740 -2.21146 -0.49672 0.0883 0.0715 -0.2311 -0.031
C -3.82350 -0.97076 -0.57482 0.1563 0.3170 -0.2796 -0.148
C 0.26480 0.24334 1.98188 0.1121 -0.0431 0.3223 -0.407
C 3.17020 1.15974 -1.13372 0.1821 -0.1321 0.0903 -0.387
C -5.24930 -0.86866 -0.12402 -0.2992 -0.0491 -0.1130 -0.590
C 2.10240 0.78664 -0.13032 -0.0237 0.0360 0.1901 -0.231
C -1.86340 -0.09696 -1.64732 -0.1750 0.5174 -0.5488 -0.278
C 0.32180 1.51654 1.37298 0.1664 0.0720 -0.0513 -0.094
C 2.00150 -0.49346 0.42068 0.2086 0.2686 0.1611 -0.046
C 1.10450 -0.76876 1.45688 0.1308 0.0225 0.1005 -0.108
C 4.28150 1.92254 -0.40122 -0.1240 0.0189 -0.2533 -0.065
H 4.46680 0.28674 -2.62322 0.0294 -0.0032 -0.0307 0.079
H 2.65510 -1.28566 0.08698 -0.0068 -0.0411 -0.0644 0.105
H -1.36880 -3.26516 -0.99002 -0.0206 0.1198 0.0821 0.107
H 5.04470 2.24354 -1.10772 0.1315 0.0448 -0.0177 0.076
H 2.72400 1.82664 -1.88062 -0.0155 -0.0214 0.0761 0.138
H -1.38550 0.66664 -2.27182 -0.2429 -0.2755 0.1962 0.110
H -0.28280 2.32694 1.76848 0.0118 -0.1123 -0.0441 0.110
H 2.97690 -0.62496 -2.34472 0.0074 -0.1104 -0.0511 0.085
H -1.05060 0.89164 3.55678 -0.0453 0.0190 0.0285 0.077
H 4.74160 1.27824 0.34568 0.0690 -0.0518 0.0761 0.086
H -3.68580 -3.06516 -0.07442 0.0595 -0.0855 0.0108 0.118
H 3.88710 2.80024 0.10378 -0.0100 0.1042 0.0726 0.073
H 1.29370 2.77684 -0.06252 -0.0161 0.0265 -0.0575 0.117
H 4.30120 -0.68906 -1.16942 0.0687 -0.0844 0.0176 0.074
H 1.11390 -1.74966 1.92618 -0.0343 0.1360 -0.0669 0.116
H 0.13150 -0.33946 4.03318 -0.0386 0.0667 0.0787 0.083
H -3.64010 1.07294 -1.23592 0.0462 -0.0080 0.0507 0.116
H -1.27600 -0.79746 3.07488 0.0648 0.1043 0.0514 0.077
```
Forces are in eV/Å.


# 2
This record from the Open Molecules 2025 dataset describes a cluster of 2 separate species, C16H18F4O5 in total in a non-equilibrium geometry. The level of theory is the ωB97M-V functional and the def2-TZVPD basis.

The calculation puts the LUMO energy at -1.68 eV. As for the structure (SMILES): CCCC[C@@]1(C(F)(F)F)C(=O)O[C@](C)(F)[C@@H]1O.O=C1C=CC(=O)C=C1. As for the calculated total energy: -37987.9766 eV. For the HOMO-LUMO gap, the calculation gives 0.32130 Eh. For the HOMO energy, the calculation gives -0.3830 Ha.

```
43
Properties=species:S:1:pos:R:3:forces:R:3:lowdin_charge:R:1
F -0.90432 -0.67206 3.06601 1.2073 0.5599 -2.0153 -0.007
F 0.41068 3.72630 1.75461 1.3574 -3.2927 0.9106 0.085
F 2.15251 2.68466 2.78586 -2.7049 -0.6875 -1.3563 0.081
F 0.00746 2.07280 3.26779 2.1037 0.6847 -2.4285 0.074
O -1.46620 -1.22463 -1.60843 -0.1940 -0.0694 -0.2787 0.078
O -6.55722 -1.65621 -3.02802 0.3332 0.0108 0.0660 0.108
O -1.26590 2.22687 -0.08054 2.7628 -3.8824 2.6915 0.103
O 1.72024 -0.59010 2.59604 0.3489 1.2679 -0.6564 -0.027
O -1.40788 0.19696 1.00988 3.2872 0.5085 0.0334 0.056
C -3.72416 -1.02166 -0.98427 -0.3190 0.0105 0.1846 0.033
C -0.66943 1.33056 0.56821 -2.7314 2.7287 -2.2328 -0.266
C -5.38922 -1.55847 -2.70261 -0.5031 -0.0051 -0.0792 -0.386
C -0.53087 -2.28682 1.30816 -1.2383 0.4611 -0.6315 0.022
C -2.63578 -1.32463 -1.93557 0.2967 0.1056 0.0865 -0.370
C 4.21366 0.78124 -0.57923 0.2528 -1.1125 0.2166 -0.243
C 2.68385 0.99047 -1.01370 0.3293 0.2979 -0.9655 -0.193
C 1.84570 2.02295 -0.11409 0.0410 0.0058 -1.4014 -0.106
C 1.04511 -0.18371 1.38704 -1.6488 -0.8814 2.5208 -0.176
C -5.00476 -1.13062 -1.34063 0.2340 0.0500 0.1955 0.031
C 4.48362 0.70345 1.00307 0.6161 -0.0535 0.1972 -0.117
C -3.01893 -1.75377 -3.29720 -0.1760 -0.0689 -0.2451 0.025
C 0.88869 2.45047 2.19422 -0.6315 1.1489 1.7202 -0.330
C -0.47940 -0.69712 1.67695 -0.3699 -1.6384 0.4276 -0.332
C 0.90795 1.36198 1.00741 -0.9849 0.5384 -0.0626 -0.115
C -4.29912 -1.86326 -3.65417 0.3449 -0.0351 -0.1006 0.024
H 1.50360 0.01968 3.33605 -0.0831 -0.5452 -0.7190 0.111
H 2.16977 -0.03614 -1.15474 0.7073 1.7391 0.4404 0.111
H -4.59741 -2.17636 -4.64707 -0.0372 0.0115 0.0290 0.123
H 1.16057 2.60931 -0.83764 0.9046 -0.9354 1.3937 0.134
H 4.88624 -0.34077 1.28956 -0.6042 1.7369 -0.4137 0.084
H 4.53662 -0.24242 -1.01545 -0.4745 1.7180 0.5438 0.106
H 5.28496 1.48992 1.27845 -1.3074 -1.3480 -0.2722 0.083
H 2.59189 2.79847 0.29606 -1.3166 -1.3409 -0.2133 0.140
H -1.02601 -2.39234 0.27010 1.0318 0.1602 1.6412 0.078
H -1.18003 -2.86089 2.05245 0.8793 1.0614 -0.9204 0.096
H -5.81514 -0.91340 -0.65615 -0.0136 -0.0071 -0.0392 0.125
H 1.38274 -0.94634 0.61360 -0.0730 1.8701 0.5342 0.160
H -3.42387 -0.71061 0.00831 0.0255 0.0315 -0.0574 0.113
H -2.20793 -1.97138 -3.98102 0.0170 0.0120 0.0327 0.122
H 0.49525 -2.78388 1.30354 -1.2879 1.0201 0.0545 0.097
H 2.71106 1.44365 -2.07971 -0.1130 -0.7587 1.6908 0.118
H 4.94604 1.54235 -1.02938 -1.4584 -0.8947 0.5343 0.106
H 3.57537 0.88552 1.66624 1.1898 -0.1825 -1.0559 0.043
```
Forces are in eV/Å.


# 3
This record from the Open Molecules 2025 dataset describes a structure of composition C16H18GaN3O4S2. The level of theory is the ωB97M-V functional and the def2-TZVPD basis.

The calculation puts the LUMO energy at -0.35 eV. As for the calculated total energy: -103595.0786 eV. For the HOMO-LUMO gap, the calculation gives 0.24647 Eh. For the HOMO energy, the calculation gives -0.2593 Ha.

```
44
Properties=species:S:1:pos:R:3:forces:R:3:lowdin_charge:R:1
Ga 0.47803 0.47858 0.75040 0.0844 0.0365 0.0857 0.053
S 2.67388 0.96962 0.61076 0.0135 0.0066 0.0727 0.707
S -0.22074 2.44805 -0.05606 0.0074 -0.0414 -0.0266 0.742
O -1.26839 0.04639 -2.39236 0.2506 -0.0126 0.2043 0.089
O -0.09532 -0.01072 2.49209 -0.0055 0.0536 -0.0188 -0.045
O -3.02187 1.41323 -2.51492 0.0251 0.2681 0.0043 0.135
O -1.55558 -1.13164 3.75529 -0.0477 0.1158 0.0763 0.092
N 0.71150 -1.50234 0.19090 -0.0536 0.0874 -0.0052 0.005
N -1.85630 -0.05052 0.44116 -0.0922 0.0423 -0.0020 0.112
N 0.39513 -1.96484 -1.03304 -0.1348 0.1262 -0.0830 0.090
C -2.75242 0.21732 -0.51188 0.1027 0.1419 0.1227 -0.184
C 3.85824 3.34212 -0.03600 0.0068 -0.0095 -0.0028 -0.136
C 2.52154 2.64896 0.07634 -0.0092 0.0030 0.0073 -0.734
C 1.22116 4.68321 -0.63070 -0.0058 0.0012 -0.0018 -0.133
C -4.11713 0.15760 -0.29493 -0.0165 0.0134 -0.0003 0.021
C 1.42130 -2.45697 0.79302 0.0065 0.0427 0.0059 -0.295
C -2.29672 -0.37189 1.65126 0.0189 0.0811 0.0281 -0.147
C 1.54552 -3.54911 -0.07624 -0.0414 0.0000 -0.0203 0.035
C -3.64741 -0.50978 1.94729 -0.0032 0.0034 0.0095 0.033
C -1.25332 -0.52979 2.74794 0.1046 -0.3190 -0.1484 -0.548
C -4.56984 -0.23522 0.95847 0.0061 -0.0133 -0.0053 -0.017
C 1.96785 -2.30609 2.17252 0.0115 0.0081 -0.0074 -0.011
C 1.35448 3.24899 -0.19157 -0.0169 0.0177 -0.0234 -0.725
C 0.66031 -3.93664 -2.50805 0.0024 -0.0025 -0.0025 -0.011
C -2.22008 0.57136 -1.86712 -0.2531 -0.5942 -0.2671 -0.502
C 0.87674 -3.19809 -1.23239 0.0005 -0.0497 -0.0317 -0.278
H -0.17294 -1.38011 -1.64335 0.0420 0.0081 -0.0047 0.128
H 2.05821 -4.47501 0.11917 -0.0012 0.0002 -0.0027 0.116
H 2.54546 -1.38602 2.26617 -0.0039 -0.0001 0.0063 0.058
H 0.87122 4.74310 -1.66472 -0.0038 -0.0024 0.0008 0.076
H 3.86349 4.10204 -0.81482 0.0002 0.0067 0.0039 0.065
H -0.40273 -4.06998 -2.71142 -0.0013 0.0015 0.0022 0.084
H -2.63652 1.56634 -3.39173 0.0025 -0.0121 0.0215 0.145
H 2.61722 -3.14897 2.40012 0.0022 0.0011 -0.0010 0.086
H 4.13428 3.81510 0.90965 0.0029 -0.0063 0.0047 0.084
H 1.12170 -4.91938 -2.44872 -0.0005 0.0013 -0.0005 0.082
H 0.48482 5.19992 -0.01260 0.0023 -0.0002 0.0050 0.068
H 4.63654 2.61809 -0.27453 -0.0021 0.0001 -0.0062 0.056
H 1.10194 -3.40120 -3.34895 0.0000 0.0003 -0.0010 0.087
H -4.80180 0.41177 -1.09078 0.0095 -0.0040 0.0124 0.123
H -3.92830 -0.80388 2.94801 0.0034 0.0017 0.0054 0.127
H 2.15927 5.22638 -0.55277 0.0007 0.0026 -0.0052 0.061
H 1.16832 -2.26430 2.91159 -0.0112 0.0009 -0.0073 0.084
H -5.63071 -0.30571 1.15752 -0.0027 -0.0061 -0.0036 0.116
```
Forces are in eV/Å.


# 4
This record from the Open Molecules 2025 dataset describes the molecule C16H18N2O2 in a non-equilibrium geometry. The level of theory is the ωB97M-V functional and the def2-TZVPD basis.

The calculation puts the LUMO energy at 0.01 eV. As for the structure (SMILES): Cc1ccc([C@H](CN(C)c2ccccc2)[N+](=O)[O-])cc1. As for the calculated total energy: -23955.0140 eV. For the HOMO-LUMO gap, the calculation gives 0.29357 Eh. For the HOMO energy, the calculation gives -0.2932 Ha.

```
38
Properties=species:S:1:pos:R:3:forces:R:3:lowdin_charge:R:1
O 3.59664 -0.55278 1.35185 -2.0104 0.8606 -0.6049 0.041
O 2.21261 0.98834 0.60668 0.8074 -2.3416 1.1843 0.048
N 2.46926 -0.04144 1.24932 1.0017 0.2009 0.6564 -0.301
N 1.71386 -0.79076 5.00839 -0.3903 -0.2681 -0.8894 -0.132
C 1.34041 -0.72269 2.24433 -0.2957 -0.6007 -1.3432 -0.046
C -2.76245 -0.12816 0.74391 0.7877 -0.2226 0.1695 -0.288
C -0.26311 1.61235 7.87458 -0.3318 -0.0986 -0.3651 -0.111
C 2.84620 -1.60315 5.45138 -0.0935 -0.1808 -0.3861 -0.075
C 0.80594 0.82012 8.27213 -0.2118 0.1825 -0.6011 -0.097
C -0.04055 -0.50998 1.57100 -0.0987 -0.0430 -0.7705 -0.167
C -0.46684 0.68033 0.93925 -0.4450 0.5879 0.6578 -0.030
C -1.80679 0.87179 0.57632 0.2819 -0.1116 0.3205 -0.038
C 1.48123 0.03457 7.33525 0.1436 -0.0634 -0.2333 -0.039
C -2.26684 -1.39815 1.03626 0.2498 -0.0576 0.2124 -0.045
C 1.04853 -0.04654 5.99246 -0.8110 0.6443 0.1370 -0.236
C -0.91687 -1.60488 1.36254 0.1892 0.1694 0.9040 -0.032
C -4.22245 0.15554 0.63511 -0.2748 0.1404 -0.0891 -0.052
C 1.86489 -0.19832 3.63556 0.8812 0.5233 0.9194 -0.094
C -0.75318 1.50440 6.56129 0.4212 -0.1270 0.0661 -0.089
C -0.13091 0.66521 5.63824 0.4463 -0.0351 0.1514 -0.031
H -4.82042 -0.68887 0.94809 -0.0989 -0.3579 -0.0942 0.072
H 1.12397 0.83735 9.30861 0.1796 0.0432 -0.1442 0.101
H -0.55239 -2.63013 1.52513 -0.2772 0.4930 0.2516 0.114
H 2.94022 -0.29693 3.50174 0.1112 0.0965 -0.2886 0.097
H 0.22246 1.50190 0.74598 -0.3897 -0.2866 0.5053 0.098
H -0.71655 2.31958 8.56400 -0.0399 -0.2579 -0.0398 0.096
H -4.52368 0.97247 1.28602 0.1604 0.2085 0.0962 0.082
H -1.62129 2.08696 6.25072 0.2254 -0.1516 0.0991 0.102
H 1.51744 -1.82294 2.21379 0.2870 0.8320 -0.1913 0.145
H 2.64761 -2.03566 6.43426 -0.0142 0.1618 -0.2001 0.080
H -0.51538 0.57144 4.61432 0.1006 0.0671 0.4617 0.108
H -2.14022 1.85528 0.25380 0.2230 -0.0896 -0.1105 0.115
H 1.69826 0.87511 3.70290 -0.3538 0.0789 0.0180 0.130
H 2.97654 -2.44816 4.77754 -0.0205 -0.0008 -0.1660 0.086
H 3.80844 -1.06384 5.46980 -0.2661 0.1012 0.1294 0.100
H -4.51592 0.44376 -0.37225 -0.0055 -0.0590 -0.1426 0.084
H -2.97028 -2.22565 1.09803 0.2394 -0.0296 -0.1657 0.110
H 2.39614 -0.45736 7.65986 -0.3079 -0.0085 -0.1146 0.093
```
Forces are in eV/Å.


# 5
This record from the Open Molecules 2025 dataset describes the molecule C16H18N2OS2 in a non-equilibrium geometry. The level of theory is the ωB97M-V functional and the def2-TZVPD basis.

The calculation puts the LUMO energy at 0.56 eV. As for the structure (SMILES): O=C(CCSc1ccccc1)Nc1nc2c(s1)CCCC2. As for the calculated total energy: -43583.4545 eV. For the HOMO-LUMO gap, the calculation gives 0.31664 Eh. For the HOMO energy, the calculation gives -0.2960 Ha.

```
39
Properties=species:S:1:pos:R:3:forces:R:3:lowdin_charge:R:1
S 3.60584 -2.04110 -0.14436 -0.5800 0.4794 0.0883 1.091
S -2.13954 0.89366 -0.83424 0.1721 -0.0654 -0.1136 0.945
O -0.97212 -3.75579 0.08148 -0.1282 -0.1525 -0.0308 0.086
N 1.62107 -0.41527 0.11238 -0.8260 -0.1558 0.0313 0.099
N 0.98769 -2.69880 -0.02694 0.2781 -0.7475 -0.1276 0.108
C -5.60317 -1.07788 -0.02556 -0.0900 -0.0537 0.0187 -0.083
C -6.37017 -0.06717 0.52588 -0.0922 -0.0373 0.0217 -0.097
C 3.91745 -0.33082 -0.03244 -0.3701 -0.0448 -0.0163 -0.484
C 5.18013 1.73214 0.40522 0.0345 -0.0217 -0.2346 -0.195
C -3.77221 0.44055 -0.31364 0.3206 -0.0366 -0.0945 -0.534
C -4.54404 1.45986 0.23714 0.0953 -0.0515 -0.0457 -0.125
C -4.30917 -0.83136 -0.45183 -0.0088 0.0117 -0.0074 -0.102
C 2.74806 0.34895 0.09497 0.9522 -0.1782 -0.0391 -0.325
C -1.05448 -1.37116 0.34745 -0.1581 -0.0782 0.0605 -0.173
C 2.67826 1.83477 0.21230 0.0706 0.0372 -0.0891 -0.128
C 5.26878 0.28681 -0.09246 0.2119 0.0414 0.0282 -0.205
C -5.83638 1.20598 0.65063 -0.0567 0.0251 -0.0037 -0.090
C -1.25667 -0.68866 -1.00310 -0.4055 0.3796 0.1703 -0.471
C 3.99930 2.45370 -0.24286 -0.0333 0.0299 0.2577 -0.193
C -0.38169 -2.70219 0.13846 -0.3439 0.2115 0.1942 -0.463
C 1.88351 -1.66629 0.00109 1.1295 0.2045 -0.0555 -0.592
H -6.42756 2.00310 1.07656 -0.0476 0.0672 0.0357 0.103
H 6.11173 2.25159 0.17627 0.0171 0.0002 0.0683 0.110
H -0.29513 -0.40901 -1.43214 -0.0661 -0.0023 -0.0504 0.061
H 5.63307 0.26855 -1.12548 0.0843 0.0100 0.0483 0.118
H 5.04921 1.73401 1.48922 0.0423 0.0145 0.0614 0.120
H 5.97658 -0.28507 0.51224 0.0517 0.0427 -0.0395 0.111
H 1.38603 -3.62157 -0.16317 -0.2415 0.1266 0.0187 0.145
H 1.84128 2.20381 -0.38283 -0.0248 0.0187 0.0361 0.118
H 4.08324 2.37483 -1.32876 0.0004 0.0487 -0.0664 0.119
H -6.01083 -2.07248 -0.13131 -0.0463 -0.0777 -0.0012 0.105
H -1.79437 -1.32430 -1.70596 0.0901 -0.0610 -0.0203 0.080
H 4.01793 3.51209 0.02041 0.0076 0.0202 -0.0758 0.110
H -4.11641 2.44636 0.33310 0.0185 0.1327 0.0656 0.097
H -3.74141 -1.63735 -0.88915 0.0957 -0.0558 -0.0255 0.098
H 2.47718 2.09753 1.25521 -0.0579 0.0615 -0.0071 0.124
H -7.37825 -0.26900 0.85516 -0.0802 -0.0150 0.0305 0.099
H -2.02041 -1.55438 0.82185 0.1311 -0.0969 -0.0397 0.113
H -0.44234 -0.72863 0.97921 -0.1466 -0.0316 -0.0520 0.102
```
Forces are in eV/Å.